# 1
Formula: C7H19Cl3O8P2
Source: the OMol25 dataset
Level of theory: ωB97M-V/def2-TZVPD

```
39
Properties=species:S:1:pos:R:3
C 3.52435 -2.77023 2.79931
O 2.47719 -3.24681 3.73022
P 1.49694 -2.20520 4.47273
O 2.02022 -1.28947 5.44982
O 0.67283 -1.56397 3.19542
C -0.17215 -0.43302 3.34910
O 0.32735 -3.13141 5.26065
C 0.68904 -3.70739 6.49516
H 3.26166 -2.77578 1.74145
H 4.37852 -3.44211 2.88329
H 3.89923 -1.83332 3.21132
H -0.35782 -0.44766 4.42306
H -1.00971 -0.53559 2.65911
H 0.27203 0.52368 3.07431
H 0.55078 -4.78859 6.49687
H 0.07517 -3.25569 7.27441
H 1.67951 -3.42102 6.84880
C -1.18660 2.08802 -6.01460
O -2.10448 2.93578 -5.35222
P -2.58292 2.53714 -3.88044
O -3.27039 3.55220 -3.03286
O -1.25190 1.94289 -3.16940
C -0.11517 2.81434 -3.06831
O -3.46477 1.18169 -4.06093
C -4.60334 1.18970 -4.67759
H -1.27071 2.11294 -7.10106
H -1.39731 1.02891 -5.86632
H -0.15911 2.28972 -5.71182
H 0.81463 2.52534 -3.55826
H 0.13998 2.93297 -2.01525
H -0.25242 3.85254 -3.37062
H -5.28393 0.74902 -3.94910
H -4.65185 0.70106 -5.65072
H -5.06995 2.16422 -4.82140
C 2.28541 0.18111 0.34071
Cl 2.84617 0.70231 1.93979
Cl 3.75231 -0.23848 -0.58909
Cl 1.54281 1.63481 -0.26153
H 1.49837 -0.55465 0.50602
```

LUMO level   0.5 eV
Frontier orbital gap   11.128 eV
2S+1   1


# 2
Formula: C7H19MnNO7P
Source: the OMol25 dataset
Level of theory: ωB97M-V/def2-TZVPD

```
36
Properties=species:S:1:pos:R:3
Mn -21.37527 4.49009 -18.94552
P -19.92409 5.34000 -16.95185
O -21.51750 5.14263 -17.03540
O -19.52989 4.91094 -18.46704
O -19.16397 4.35401 -16.08779
O -19.75946 6.83141 -16.67779
C -20.82158 7.44146 -19.92836
O -21.72962 6.33665 -19.94845
C -22.96914 6.52749 -20.59378
C -23.63274 5.16620 -20.68553
N -23.62204 4.48765 -19.36804
C -24.12467 3.11027 -19.40232
C -23.48399 2.24077 -18.28198
O -22.16450 2.63349 -18.02706
C -21.62663 2.08630 -16.82787
H -19.96660 7.08654 -19.34729
H -21.26683 8.26790 -19.36899
H -20.57231 7.73572 -20.95291
H -22.84069 6.91560 -21.61330
H -23.54972 7.24983 -20.00589
H -23.02395 4.51898 -21.32375
H -24.62448 5.21244 -21.15667
H -24.20366 5.02245 -18.73297
H -23.98886 2.66860 -20.39256
H -25.20602 3.10036 -19.21728
H -23.57297 1.17428 -18.51493
H -24.04739 2.51113 -17.37945
H -22.40468 1.93516 -16.07749
H -20.86339 2.78352 -16.45935
H -21.13585 1.12789 -17.04943
C -20.98347 1.84557 -20.97636
O -20.88099 3.22270 -20.64496
H -21.76151 1.38074 -20.37571
H -21.25534 1.71548 -22.02797
H -20.06177 1.29849 -20.76968
H -20.32903 3.67019 -21.29455
```

LUMO level (alpha / beta)   2.2 / 2.2 eV
Frontier orbital gap (alpha / beta)   4.368 / 4.580 eV
Charge   -1
2S+1   6


# 3
Formula: C7H19N3O
Source: the OMol25 dataset
Level of theory: ωB97M-V/def2-TZVPD

```
30
Properties=species:S:1:pos:R:3
C -0.65047 -2.34081 -1.47371
C 1.35555 1.60938 -0.36881
C -4.22957 2.94666 -1.05564
C 3.51918 -2.84702 2.89853
C 0.14839 -1.05309 -1.68676
C 0.28800 0.66861 0.19600
C -0.52166 0.07447 -0.92851
N -3.15926 2.83645 -0.07681
N 3.02746 -1.51195 2.50001
N 2.56189 -1.21313 1.45500
O -1.63402 0.45430 -1.20571
H -1.68267 -2.19491 -1.78347
H -0.22069 -3.15428 -2.05304
H -0.64059 -2.61963 -0.42215
H 1.94519 2.02458 0.44620
H 0.89555 2.42785 -0.92339
H 2.02771 1.06861 -1.03131
H -5.12771 2.48872 -0.64093
H -4.43366 4.00248 -1.24023
H -4.00640 2.46097 -2.01559
H 2.93054 -3.20743 3.74115
H 3.41847 -3.52162 2.05155
H 4.56292 -2.76915 3.20066
H 0.14567 -0.80713 -2.75092
H 1.17341 -1.18753 -1.34544
H -0.37095 1.22262 0.86657
H 0.79370 -0.13201 0.74196
H -2.31462 3.24833 -0.46140
H 3.14943 -0.82552 3.30402
H -2.95077 1.85119 0.06216
```

LUMO level   0.8 eV
Frontier orbital gap   9.212 eV
2S+1   1


# 4
Formula: C7H19N5
Source: the OMol25 dataset
Level of theory: ωB97M-V/def2-TZVPD

```
31
Properties=species:S:1:pos:R:3
C -0.88856 -0.75772 0.70684
C -0.03212 0.09776 -0.18790
C 0.16188 -1.70864 1.28233
C 0.45736 -1.38790 2.73956
C 2.43331 0.18557 -0.62508
C -0.42186 1.43870 -0.60460
C -1.24363 1.45516 -1.98066
N 1.21692 -0.35934 -0.24837
N 1.31975 -1.55463 0.43509
N 1.44609 -2.67090 -0.48512
N -1.84307 -0.24490 1.66063
N -1.36648 2.80451 -2.48054
H -0.11270 -2.80911 1.26501
H 1.40215 -1.96592 3.15859
H -0.40717 -1.44780 3.40823
H 0.81894 -0.35153 2.75304
H 3.25258 -0.48903 -0.32018
H 2.73464 0.09750 -1.77478
H 2.56833 1.13302 -0.27485
H 0.47818 2.18400 -0.63911
H -1.16000 1.98861 0.17176
H -2.24891 1.14337 -1.76764
H -0.91803 0.79103 -2.77777
H 0.64582 -2.86546 -1.10886
H 1.96525 -3.50888 -0.21817
H -1.36206 0.23293 2.44133
H -2.18891 -1.19562 2.09808
H -2.59323 0.35902 1.22400
H -0.59427 3.43238 -2.15074
H -2.27519 3.27249 -2.16826
H -1.24503 2.70136 -3.53187
```

LUMO level   -6.9 eV
Frontier orbital gap   7.488 eV
Charge   +2
2S+1   1
SMILES string   C[C@H]1C([NH3+])=C(CC[NH3+])N(C)N1N


# 5
Formula: C7H19NO2
Source: the OMol25 dataset
Level of theory: ωB97M-V/def2-TZVPD

```
29
Properties=species:S:1:pos:R:3
C 2.72104 -1.46816 -0.14392
C 1.05521 1.56184 -2.31189
C 1.97395 -2.31107 -0.87232
O 1.54747 0.55836 -1.46386
O 2.25741 -0.89449 0.99142
H 2.59263 0.00501 1.06338
H 3.61982 -1.02643 -0.55868
H 1.53376 1.55029 -3.29790
H -0.03490 1.51599 -2.41489
H 1.29167 2.52089 -1.84535
H 1.11008 -2.77622 -0.42543
H 1.36778 -0.43738 -1.71900
H 2.44370 -2.89910 -1.64196
C -1.85530 -0.27511 0.73299
C -1.36823 1.17874 0.89220
C -2.05062 -0.60863 -0.74577
C -1.21559 1.60043 2.35037
N -0.95805 -1.27016 1.30514
H -2.82109 -0.37725 1.24471
H -0.01933 -1.12901 0.93868
H -0.91245 -1.17208 2.31276
H -2.07984 1.84413 0.39628
H -0.40373 1.27485 0.38692
H -2.42490 -1.62344 -0.84921
H -2.74695 0.08253 -1.21528
H -1.09683 -0.55386 -1.26620
H -2.15528 1.47460 2.88816
H -0.92107 2.64661 2.41807
H -0.45035 1.00812 2.85057
```

LUMO level   0.7 eV
Frontier orbital gap   9.601 eV
2S+1   1
SMILES string   CC[C@@H](C)N.C=CO.CO


# 6
Formula: C7H19NO3
Source: the OMol25 dataset
Level of theory: ωB97M-V/def2-TZVPD

```
30
Properties=species:S:1:pos:R:3
C 0.07978 0.51771 1.92010
C 1.03620 -0.60652 1.44149
C 1.67931 -0.41965 0.10578
C 1.95101 0.69822 -0.59893
C 1.52161 2.09711 -0.31646
C 0.53574 2.62668 -1.02479
C 2.09120 -1.70216 -0.56686
N -1.20835 0.09373 2.54913
H -0.27532 1.08169 1.07197
H 0.65685 1.21576 2.53352
H 0.42373 -1.52069 1.39360
H 1.69345 -0.77601 2.29488
H 2.58687 0.60984 -1.47262
H 1.97147 2.63450 0.51058
H -0.05763 2.05458 -1.73011
H 0.21104 3.63821 -0.83818
H 2.13263 -1.57917 -1.63778
H 3.00928 -2.03137 -0.05546
H 1.41793 -2.51693 -0.27471
H -1.10277 -0.87359 2.82678
H -1.40020 0.62772 3.38602
H -2.04043 -1.53101 -0.57929
H -3.44814 -1.45359 -1.12188
O -2.69996 -2.06386 -1.05531
H -0.83054 -2.15557 -2.32685
H -1.06579 -0.72032 -2.53031
O -0.31506 -1.33223 -2.40634
H -3.05781 1.85812 -0.75668
H -2.37708 0.61548 -0.09526
O -3.11902 0.91329 -0.64601
```

LUMO level   0.6 eV
Frontier orbital gap   9.415 eV
2S+1   1
SMILES string   C=C/C=C(/C)CCN.O.O.O


# 7
Formula: C7H19NOSi2
Source: the OMol25 dataset
Level of theory: ωB97M-V/def2-TZVPD

```
30
Properties=species:S:1:pos:R:3
C 1.07508 -0.30598 -2.05329
C 1.17079 0.91353 -2.91494
C 2.04500 -2.04350 0.28806
C 3.18789 1.06559 -0.10016
C -1.71492 -1.68612 -0.09495
C -2.47764 1.17380 -0.34433
C -1.75983 -0.23894 2.64530
N 0.24869 0.47149 0.60177
O 1.06828 -1.41978 -2.55413
Si 1.61455 -0.16408 -0.19450
Si -1.43213 0.00413 0.69032
H 0.48222 1.73239 -2.44995
H 0.74636 0.59054 -3.96704
H 2.14029 1.30213 -2.97100
H 2.09390 -2.35217 1.37912
H 1.07857 -2.42330 -0.06259
H 2.84270 -2.35838 -0.32616
H 3.46511 1.46006 0.85917
H 4.12958 0.77293 -0.43998
H 2.89153 1.98138 -0.65153
H -2.16531 -2.33318 0.62097
H -2.45927 -1.57179 -0.91101
H -0.93950 -2.37295 -0.43219
H -2.24888 2.27070 0.03725
H -2.28370 1.11172 -1.36776
H -3.51143 1.31596 -0.24779
H -1.72374 0.55359 3.32578
H -2.58038 -0.81823 2.99359
H -0.89747 -0.82166 2.86033
H 0.41057 1.33004 1.22986
```

LUMO level   0.6 eV
Frontier orbital gap   9.175 eV
2S+1   1
SMILES string   CC(=O)[Si](C)(C)N[Si](C)(C)C


# 8
Formula: C7H19NSi
Source: the OMol25 dataset
Level of theory: ωB97M-V/def2-TZVPD

```
28
Properties=species:S:1:pos:R:3
C -0.94939 -3.66200 0.08056
C 1.16446 1.67496 1.83769
C -1.29342 2.00094 2.11858
C 1.50366 1.24846 -1.80514
C -0.17160 -0.34542 -2.70735
C 0.12964 -2.93160 0.83999
C -0.16836 1.78893 1.07365
N 0.30916 0.52375 -1.63421
Si -0.38967 0.20977 -0.09936
H -1.29544 -3.14686 -0.87143
H -0.54902 -4.68707 -0.19648
H -1.71598 -4.08296 0.86327
H 1.39458 2.63633 2.32412
H 1.06244 0.83320 2.59507
H 1.97753 1.56650 1.09103
H -1.06986 2.86188 2.75477
H -1.44845 1.13333 2.67710
H -2.20373 2.26246 1.63810
H 1.55903 1.97208 -2.59068
H 1.62153 1.74915 -0.91897
H 2.30045 0.62455 -2.02184
H 0.61386 -1.05873 -2.86107
H -1.17734 -0.80000 -2.39309
H -0.41545 0.16951 -3.69214
H 1.07183 -2.65334 0.30705
H 0.07772 -2.51537 1.87336
H -0.09970 2.57504 0.41567
H -1.83845 0.05249 -0.69825
```

LUMO level (alpha / beta)   0.0 / 0.7 eV
Frontier orbital gap (alpha / beta)   7.694 / 7.338 eV
2S+1   1